C16H38BN2O7 | ωB97M-V/def2-TZVPD

Results
**Charge**: +1
**HOMO-LUMO gap**: 7.12 eV
**Highest occupied orbital energy**: -11.2 eV

Geometry as XYZ:
```
64
Properties=species:S:1:pos:R:3:forces:R:3
N 3.878694 -0.424379 3.293702 -0.883 0.061 0.289
B 2.949689 -1.537229 3.460261 0.332 0.267 -0.629
O 3.313396 -2.820430 3.200616 -0.506 -0.147 0.687
C 1.415276 -1.248307 3.850038 -0.146 -0.049 -0.234
C 0.505298 -0.659551 2.838569 -0.009 0.022 -0.198
N -0.717847 -0.859451 3.159706 -0.415 -0.039 -0.180
C -0.830166 -1.590216 4.440132 0.495 0.013 0.308
C 0.478829 -2.371334 4.356878 -0.235 0.351 -0.608
H 4.220571 -0.089997 4.192720 0.528 -0.083 -0.125
H 3.339180 0.363928 2.935861 0.252 0.261 0.040
H 3.804878 -3.276198 3.883802 0.510 -0.357 -0.161
H 1.445206 -0.436667 4.596169 0.172 -0.003 0.250
H 0.762679 -0.154598 1.915889 0.023 0.269 -0.023
H -1.516861 -0.568912 2.605298 -0.003 0.136 -0.073
H -1.746351 -2.152505 4.544556 -0.163 -0.075 -0.249
H -0.755368 -0.834294 5.223321 -0.264 0.003 0.206
H 0.348921 -3.026593 3.496049 0.204 -0.582 0.234
H 0.785517 -2.934283 5.225047 0.049 0.117 0.262
C 6.015173 0.643289 -1.520915 0.080 -0.040 -0.053
O 4.939052 -0.269554 -1.626212 -0.267 0.138 -0.083
C 4.370946 -0.723845 -0.426046 0.211 -0.155 0.104
C 2.942075 -0.273498 -0.154644 -0.340 -0.102 0.017
O 2.645877 1.108374 -0.110659 -0.116 0.025 0.340
C 2.759107 1.902903 -1.282232 0.154 0.159 -0.076
C 1.782715 1.639841 -2.415249 -0.114 0.153 -0.129
O 1.811753 0.345607 -2.969661 0.174 -0.203 0.198
C 0.665025 -0.456551 -2.795637 0.098 0.094 -0.155
H 6.946710 0.152024 -1.811387 0.004 0.015 0.058
H 5.845655 1.479202 -2.202864 -0.007 -0.029 -0.002
H 6.117087 1.035964 -0.507031 0.002 0.015 0.018
H 5.006968 -0.477202 0.430507 -0.014 0.114 -0.017
H 4.320296 -1.818440 -0.478911 0.025 -0.009 0.102
H 2.735829 -0.607521 0.872036 0.067 -0.143 -0.071
H 2.228874 -0.804757 -0.789044 0.159 0.066 -0.236
H 3.785421 1.918274 -1.644577 -0.007 -0.232 -0.081
H 2.538532 2.917892 -0.941401 0.038 0.002 0.013
H 2.069156 2.341075 -3.206851 -0.097 0.067 0.016
H 0.765375 1.902407 -2.106356 -0.049 -0.056 0.063
H -0.030418 -0.022831 -2.070832 0.175 0.101 -0.186
H 0.966020 -1.447665 -2.446069 0.011 -0.012 0.019
H 0.147540 -0.580908 -3.749272 -0.081 0.031 0.009
C -6.820552 1.575216 -1.419899 -0.076 -0.065 0.038
O -6.003989 0.427298 -1.552392 0.289 0.069 0.115
C -5.437647 0.198225 -2.824191 -0.198 -0.097 -0.120
C -3.923952 0.319629 -2.918428 0.095 -0.145 -0.006
O -3.319106 1.536065 -2.520810 0.175 0.098 -0.146
C -3.351447 1.960632 -1.179205 -0.176 0.122 -0.012
C -2.568635 1.155977 -0.154852 0.128 0.059 0.093
O -2.949704 -0.198984 0.017284 -0.123 0.041 0.064
C -2.027541 -1.179818 -0.398039 0.036 -0.053 0.155
H -7.866730 1.277235 -1.316463 0.002 0.032 -0.049
H -6.533041 2.121699 -0.518196 0.000 -0.029 -0.007
H -6.722115 2.245118 -2.275848 0.003 0.026 -0.014
H -5.911964 0.834506 -3.577194 0.030 0.110 0.058
H -5.661568 -0.839052 -3.098974 -0.029 0.025 -0.095
H -3.696799 0.246039 -3.984948 0.036 -0.028 0.007
H -3.433914 -0.535619 -2.448246 -0.111 0.045 0.208
H -4.369715 2.134925 -0.833452 -0.072 -0.237 0.037
H -2.862861 2.939394 -1.195968 -0.034 0.029 0.023
H -2.745424 1.663069 0.801867 0.081 0.050 -0.003
H -1.495818 1.223926 -0.371061 0.033 -0.067 -0.079
H -1.188172 -0.752925 -0.952338 -0.192 -0.122 0.183
H -2.517593 -1.922327 -1.028956 -0.063 0.031 -0.015
H -1.648027 -1.713296 0.485002 0.119 -0.054 -0.099
```
Positions in Å, forces in eV/Å.

***

C31H24O6P2S4Sc | ωB97M-V/def2-TZVPD

Results
**Charge**: -1
**ΔE to the lowest compared entry with this formula, charge and spin**: 0.000 eV
**HOMO-LUMO gap**: 7.50 eV
**Highest occupied orbital energy**: -4.9 eV

Geometry as XYZ:
```
68
Properties=species:S:1:pos:R:3:forces:R:3
Sc -1.494233 -1.405800 0.264187 -0.043 0.035 -0.004
S -2.164236 0.601519 -1.384047 0.051 -0.005 -0.011
P -0.186979 0.882231 -1.045917 -0.097 -0.003 -0.040
C 0.266339 0.044304 0.337702 0.030 0.056 0.021
P -0.065325 0.589366 1.890614 0.048 0.004 -0.067
S -1.580566 -0.490760 2.687119 -0.034 -0.023 0.007
C 1.379612 0.432739 2.988475 0.000 -0.021 0.011
C 2.599218 0.029728 2.465611 -0.002 -0.001 -0.010
C 3.711321 -0.076213 3.293772 0.004 -0.006 -0.006
C 3.601943 0.222003 4.642510 -0.011 0.010 0.014
C 2.377742 0.621381 5.170589 0.019 -0.006 -0.006
C 1.270195 0.723318 4.346547 -0.002 -0.001 -0.003
C -0.469336 2.362688 2.054475 -0.002 0.026 -0.005
C 0.543968 3.317116 2.121004 -0.001 -0.015 0.008
C 0.233231 4.666651 2.168904 -0.014 0.016 -0.004
C -1.094390 5.074267 2.152179 0.011 0.007 0.004
C -2.107291 4.129900 2.078749 0.011 -0.013 -0.003
C -1.796317 2.777953 2.027273 -0.024 0.003 0.006
C 0.756005 0.249271 -2.467915 0.006 -0.016 -0.019
C 0.507216 0.744997 -3.745661 -0.008 0.002 0.017
C 1.216225 0.259439 -4.830478 0.020 -0.014 -0.009
C 2.173671 -0.733242 -4.645836 -0.005 0.007 -0.010
C 2.417549 -1.233989 -3.377339 -0.006 0.002 0.020
C 1.712155 -0.739201 -2.287170 0.004 -0.006 -0.003
C 0.238633 2.658363 -1.141807 -0.003 0.003 0.040
C -0.730778 3.644652 -1.242007 -0.001 0.005 0.005
C -0.358563 4.981649 -1.324626 0.003 -0.006 0.003
C 0.981468 5.333718 -1.308425 0.002 0.002 0.000
C 1.956940 4.347743 -1.203978 -0.002 0.013 -0.001
C 1.586250 3.016834 -1.120588 0.000 -0.010 -0.006
H 2.651371 -0.206791 1.408791 0.006 0.000 0.000
H 4.661306 -0.396843 2.884266 -0.003 -0.001 -0.004
H 4.467663 0.138085 5.288194 -0.001 0.000 0.003
H 2.289744 0.846704 6.226189 0.000 0.000 0.001
H 0.310991 1.021540 4.754599 -0.002 0.001 -0.004
H 1.581250 3.002877 2.135409 -0.002 -0.006 -0.002
H 1.028032 5.400990 2.212392 0.000 0.002 0.001
H -1.337805 6.129329 2.189460 0.005 0.002 0.001
H -3.143418 4.444514 2.059230 -0.003 -0.006 -0.001
H -2.580726 2.033625 1.970095 0.000 0.003 0.000
H -0.254333 1.503720 -3.888264 -0.002 0.000 0.004
H 1.017476 0.644201 -5.823263 -0.001 0.002 0.001
H 2.720184 -1.122964 -5.496223 -0.003 0.004 -0.004
H 3.142344 -2.024826 -3.231729 0.000 -0.001 0.003
H 1.874615 -1.131071 -1.290184 0.006 -0.002 -0.003
H -1.774862 3.355367 -1.251875 -0.002 0.003 -0.001
H -1.120448 5.748272 -1.396149 -0.002 -0.001 0.000
H 1.269306 6.376112 -1.374100 0.003 0.000 0.000
H 3.005360 4.619842 -1.190620 0.001 -0.003 0.000
H 2.343196 2.243580 -1.043523 -0.001 -0.001 0.002
O -3.417791 -2.210610 -0.692975 0.073 0.036 -0.026
S -3.577638 -3.346830 0.233016 -0.035 -0.054 0.078
O -4.930034 -3.713018 0.535597 0.027 -0.002 -0.020
O -2.714432 -3.045549 1.385915 -0.001 0.018 -0.052
C -2.842078 -4.789624 -0.563866 -0.003 0.017 0.009
C -3.701704 -5.865044 -0.726795 -0.024 -0.033 -0.004
C -3.267498 -7.056259 -1.293407 0.024 0.011 -0.002
C -1.954021 -7.182144 -1.700913 -0.015 0.019 0.011
C -1.082862 -6.112144 -1.546067 0.004 -0.028 -0.013
C -1.506831 -4.917322 -0.985842 0.044 0.025 0.001
S -0.253169 -3.627060 -0.916389 0.005 -0.064 -0.022
O -0.832134 -2.489589 -1.649866 -0.020 0.086 0.064
O 0.943827 -4.192654 -1.465176 -0.016 -0.012 0.005
O -0.160101 -3.188984 0.489514 -0.010 -0.062 0.026
H -4.723234 -5.752077 -0.394191 0.001 0.000 0.000
H -3.960027 -7.880034 -1.409751 -0.012 0.007 0.006
H -1.600365 -8.105561 -2.141278 0.012 0.004 -0.002
H -0.052820 -6.184384 -1.864131 -0.004 -0.010 -0.002
```
Positions in Å, forces in eV/Å.

***

C2H3N3O2 | ωB97M-V/def2-TZVPD

Results
**SMILES**: O/N=c1\nc[nH]o1
**ΔE to the lowest compared entry with this formula, charge and spin**: 6.858 eV
**HOMO-LUMO gap**: 8.01 eV
**Highest occupied orbital energy**: -8.1 eV

Geometry as XYZ:
```
10
Properties=species:S:1:pos:R:3:forces:R:3
C -0.185439 -0.093711 -0.290763 4.772 1.572 -8.263
C 0.530207 -0.097524 1.671320 4.168 1.680 2.699
H -2.406769 -0.388660 -0.469734 2.393 -0.063 -3.366
H 0.876046 -0.298232 2.797897 -1.854 0.077 -2.543
H 2.515923 0.747603 1.319357 -1.818 -0.430 -1.253
N -0.497762 -0.217866 -1.611240 -3.141 0.102 6.302
N -0.401394 -0.492506 0.901547 -2.988 -1.941 4.453
N 1.489825 0.741270 1.031266 -2.058 -2.289 0.782
O -1.969711 -0.427120 -1.466224 -1.803 -0.532 1.366
O 1.071150 0.535922 -0.306511 2.329 1.824 -0.177
```
Positions in Å, forces in eV/Å.

***

C8H15NNiOP | ωB97M-V/def2-TZVPD

Results
**Charge**: -1
**HOMO-LUMO gap (spin up / spin down)**: 2.26 / 4.92 eV
**2S+1**: 3
**Highest occupied orbital energy (spin up / spin down)**: 0.5 / -2.2 eV

Geometry as XYZ:
```
27
Properties=species:S:1:pos:R:3:forces:R:3
C 0.669302 -2.699378 -1.995559 -2.000 -0.921 -0.450
C 2.061055 -2.849749 -1.680799 1.768 -2.410 -0.194
C 2.999915 -1.829715 -1.452837 1.811 -0.197 -1.708
C 2.819561 -0.412587 -1.475133 2.358 0.995 -0.509
C 1.634221 0.231851 -1.300178 -0.847 3.258 -0.339
Ni 1.111208 -1.337122 -0.903176 -3.267 -0.889 3.591
P -0.423361 -2.849441 -0.540197 0.862 0.192 -2.012
H 0.223013 -2.818602 -2.975194 -0.373 0.241 -0.190
H 2.451250 -3.871383 -1.642614 0.284 -0.035 0.361
H 4.024946 -2.158729 -1.274737 -0.007 -0.012 0.101
H 1.374600 1.272359 -1.274559 0.655 0.668 -0.394
H 3.752112 0.139007 -1.600395 0.424 0.129 0.311
H 0.057392 -2.518777 0.771679 -0.562 -0.288 -0.113
H -0.532239 -4.268343 -0.506280 -0.520 -0.372 0.981
H -1.743672 -2.370146 -0.762306 -0.182 -0.302 0.336
C -2.996254 1.893019 1.646081 0.178 -0.150 -0.069
N -1.599405 2.263851 1.494626 -0.268 0.352 0.181
C -1.159040 3.559790 1.993979 0.412 -0.190 -0.292
C -0.748511 1.420513 0.862623 -0.297 -2.062 -0.750
O -1.080669 0.289783 0.474093 0.148 2.272 0.972
H -3.475123 2.700229 2.204946 -0.184 -0.278 -0.101
H -3.089260 0.943496 2.185778 -0.027 0.167 -0.072
H -3.476116 1.767669 0.666746 0.042 0.034 0.204
H -0.300141 3.438562 2.672025 -0.328 0.122 -0.034
H -0.825608 4.208177 1.167479 -0.239 -0.007 0.274
H -2.002912 4.016971 2.524572 0.456 0.038 -0.129
H 0.273737 1.838696 0.719335 -0.296 -0.355 0.047
```
Positions in Å, forces in eV/Å.

***

C15H40FLiO5Zn | ωB97M-V/def2-TZVPD

Results
**Charge**: +1
**HOMO-LUMO gap (spin up / spin down)**: 8.35 / 8.40 eV
**2S+1**: 2
**Highest occupied orbital energy (spin up / spin down)**: -10.8 / -12.5 eV

Geometry as XYZ:
```
63
Properties=species:S:1:pos:R:3:forces:R:3
Li 0.307869 1.080647 0.026000 -0.301 -0.180 -0.188
Zn -3.387371 0.941557 0.537110 0.502 -0.027 -0.251
F -1.625171 0.269547 -0.031550 -0.229 0.147 0.121
C 0.291059 -3.820233 -2.409250 -0.057 0.028 0.729
C -0.555431 -2.570803 -2.152120 -1.795 -0.918 -0.323
C -2.097201 -2.783303 -2.337150 1.475 -0.628 -1.242
O -0.499701 -2.277333 -0.789780 1.612 0.427 1.625
H 0.375309 -4.155323 -3.443040 -0.048 0.394 -0.019
H -0.053471 -4.672563 -1.823630 -0.432 0.027 0.007
H 1.273119 -3.624813 -1.978590 0.207 0.031 -0.379
H -0.122861 -1.735093 -2.702190 -0.275 0.138 -0.497
H -2.248181 -3.114523 -3.364570 -0.609 0.192 -0.069
H -2.695201 -1.912343 -2.068970 0.178 0.146 -0.292
H -2.371651 -3.600853 -1.670520 0.023 -0.010 -0.033
H -1.003511 -1.471313 -0.655210 -0.426 0.338 0.351
C 2.593889 1.592287 2.376800 0.396 0.676 -1.817
C 1.221839 2.137407 2.643750 -0.754 1.539 2.810
C 1.223949 3.702337 2.758350 1.037 -0.649 0.684
O 0.170689 1.836267 1.777490 -0.527 -1.019 -2.782
H 2.910039 1.869347 1.371120 -0.342 -0.033 -0.663
H 2.771989 0.517227 2.401980 -0.225 0.159 0.700
H 3.313739 2.236307 2.881920 -0.033 -0.639 0.899
H 0.806229 1.662847 3.532670 0.831 0.369 0.940
H 1.576939 4.098037 3.710680 0.179 -0.459 0.273
H 0.239159 4.160277 2.665710 0.007 -0.183 -0.533
H 1.971779 4.062467 2.051840 -0.461 0.359 -0.426
H -0.632721 2.217387 2.139270 0.035 -0.022 -0.057
C -0.246351 4.402277 -1.155310 -1.041 1.462 0.999
C 0.564339 3.426167 -1.884440 0.236 1.551 -1.523
C 2.000849 3.589597 -1.518820 0.536 -0.326 0.179
O 0.063719 2.137237 -1.743420 0.075 -1.683 0.728
H -1.319521 4.345837 -1.337590 -0.089 -0.297 -0.076
H 0.025709 5.410657 -1.467190 0.141 0.082 0.155
H -0.072251 4.312027 -0.083100 -0.096 0.072 0.166
H 0.470149 3.687877 -2.938350 0.186 -0.072 -0.375
H 2.336529 4.589557 -1.793600 0.015 -0.145 -0.470
H 2.575759 2.815307 -2.026830 0.378 0.177 0.206
H 2.164379 3.601467 -0.441230 -0.049 -0.576 0.194
H -0.783181 2.140757 -2.195460 -0.187 -0.368 0.111
C 3.097459 -2.332093 0.336110 -0.026 -0.155 0.974
C 2.924849 -1.020243 -0.401900 0.175 -0.191 -0.339
C 3.126909 -1.178393 -1.903960 -0.218 -0.026 -0.392
O 1.644809 -0.416303 -0.150070 -0.145 0.559 0.212
H 4.130539 -2.676933 0.379970 0.101 0.008 -0.697
H 2.443699 -3.128723 -0.018960 0.070 0.063 -0.188
H 2.898429 -2.217353 1.401630 -0.429 0.253 0.070
H 3.627399 -0.298473 0.014720 0.136 0.042 -0.191
H 2.527789 -1.958703 -2.373300 -0.256 -0.367 0.540
H 4.147109 -1.462903 -2.161530 0.111 0.426 0.064
H 2.773439 -0.296873 -2.438840 0.577 0.372 0.076
H 0.980029 -0.927873 -0.616940 -0.337 -0.932 -0.041
C -4.283581 -2.740803 0.726270 0.389 1.084 -0.373
C -4.112941 -1.800903 1.964670 0.030 -2.200 0.436
C -2.725591 -1.729353 2.594290 -0.509 -0.593 -0.644
O -4.469901 -0.440223 1.675960 -0.445 0.059 -0.294
H -3.682061 -2.280693 -0.057670 0.189 -0.144 -0.187
H -5.275931 -2.838413 0.286040 -0.355 0.552 0.502
H -3.967001 -3.781893 0.789640 0.427 0.218 0.766
H -4.754101 -2.141873 2.777540 -0.443 0.037 -0.210
H -2.241731 -2.705703 2.567400 0.093 0.085 -0.026
H -2.881521 -1.451413 3.636670 0.501 0.381 -0.130
H -2.162201 -1.019303 1.988880 0.487 -0.011 0.405
H -5.301131 -0.258773 2.120630 -0.197 0.399 -0.198
```
Positions in Å, forces in eV/Å.

***

C4H8FN | ωB97M-V/def2-TZVPD

Results
**SMILES**: C[C@@H](F)[C@@H]1CN1
**ΔE to the lowest compared entry with this formula, charge and spin**: 1.068 eV
**HOMO-LUMO gap**: 11.00 eV
**Highest occupied orbital energy**: -9.9 eV

Geometry as XYZ:
```
14
Properties=species:S:1:pos:R:3:forces:R:3
C -1.789582 -0.776369 0.000180 -1.520 0.351 0.465
C -0.814301 0.280097 -0.290564 2.890 1.647 -1.160
C 0.550826 0.168747 0.503164 -1.961 -0.410 -1.672
C 1.737592 0.825411 -0.052653 0.791 -0.110 -0.115
H -2.024791 -0.715126 1.079876 -0.080 -0.317 -0.448
H -1.315215 -1.716933 -0.235228 -0.194 -0.456 -0.085
H -2.741390 -0.598399 -0.587444 1.122 -0.438 0.622
H -0.520480 0.303669 -1.397494 -0.410 -0.095 1.417
H 0.387055 -0.007465 1.563620 0.572 -0.192 -0.062
H 1.660409 1.439295 -0.924510 -0.243 0.563 -0.260
H 2.627058 1.032266 0.538330 -0.405 0.130 0.287
H 2.084473 -1.210541 0.186896 -0.246 0.573 -0.330
N 1.497578 -0.573597 -0.372357 0.063 -1.184 1.220
F -1.339232 1.548940 -0.011812 -0.378 -0.061 0.123
```
Positions in Å, forces in eV/Å.